No. 1
C10H9F6N5O4SSbTi | ωB97M-V/def2-TZVPD

Positions of all 37 atoms, in Å:
Sb -1.26971 2.81780 3.51665
Ti -0.60896 2.35861 0.59889
S 1.33615 0.89528 -0.73198
F -1.00843 1.21960 2.34479
F -2.11112 3.21972 1.73620
F 0.22347 3.27237 2.26056
F -2.84407 2.12861 4.15700
F -1.42547 4.55460 4.07011
F -0.10953 2.17638 4.78013
O -1.19134 3.80496 -0.60141
O 1.12473 1.23369 0.71725
O 2.37629 1.57096 -1.40888
O 0.72523 4.84806 -0.82615
N -1.43414 -0.69279 -1.68764
N 0.07956 3.96845 -0.42205
N -2.03298 1.04504 -0.20357
N 2.95414 -4.69451 -1.09017
N -0.10813 1.27119 -1.29546
C 1.82425 -1.58359 0.37111
C -2.62217 -1.24842 -1.42895
C 2.24116 -2.88376 0.28331
C 2.52032 -3.45193 -1.00382
C -3.56940 -0.67749 -0.57926
C 1.92826 -1.37763 -2.08746
C 1.68196 -0.84165 -0.80772
C -3.22502 0.48819 0.06336
C 2.33975 -2.67110 -2.19372
C -1.22024 0.45456 -1.08693
H 3.10305 -5.26435 -0.26548
H -2.83079 -2.18501 -1.93176
H 1.81075 -0.76180 -2.96979
H 2.37981 -3.48340 1.17418
H -4.52807 -1.14590 -0.41539
H 3.17306 -5.11900 -1.98414
H -3.86560 0.99232 0.77543
H 2.55090 -3.11064 -3.16023
H 1.63233 -1.12741 1.33297

Energy relative to the best compared isomer or geometry (same formula, charge and spin) in eV: 0.425
E_LUMO (alpha / beta) in eV: -8.289 / -10.297
Total charge: +2
E_tot in a.u.: -3047.81751
HOMO-LUMO gap (alpha / beta) in eV: 8.38 / 6.37
Spin multiplicity: 2

=====

No. 2
C6H10N2O2S | ωB97M-V/def2-TZVPD

Positions of all 21 atoms, in Å:
S 1.32745 -0.52366 1.68008
O 1.18543 0.11748 2.96868
O 1.63506 -1.91701 1.74876
N -0.86952 0.97145 0.98756
N -0.27747 -0.22792 -1.06538
C 1.41503 -1.90663 -1.67726
C -0.67137 0.99021 -1.24787
C -0.98762 1.72692 -0.16512
C -0.55513 -0.24966 0.92219
C -1.14849 1.71532 2.19252
C 0.02930 -1.38273 -1.91976
H 1.85948 -2.60755 -2.46954
H -0.59186 2.65344 2.10897
H -0.77399 -2.19588 -1.56281
H -0.74095 1.56525 -2.31677
H -0.83363 1.30224 3.09596
H -2.20212 1.91581 2.11646
H -1.57344 2.54698 -0.14408
H -0.00727 -0.97650 -2.92603
H 1.59570 -2.31468 -0.65513
H 2.18540 -1.20287 -1.67144

Energy relative to the best compared isomer or geometry (same formula, charge and spin) in eV: 6.713
E_LUMO in eV: -0.475
Total charge: 0
E_tot in a.u.: -892.60778
HOMO-LUMO gap in eV: 7.58

=====

No. 3
C36H52AuNO2SSeSi | ωB97M-V/def2-TZVPD

Positions of all 95 atoms, in Å:
Au 1.12884 -0.76725 1.75203
Se -1.14126 1.05585 2.18993
S 2.09704 -3.06125 2.00553
Si 5.27154 -4.48105 1.84273
O 1.68764 1.38475 1.14543
O -0.62296 -1.75865 1.09613
N 3.26834 -0.81915 2.18213
C -0.48806 2.19395 0.77943
C 6.29914 -4.73645 0.24983
C 3.24254 4.13145 -1.87487
C -2.27876 -0.06185 1.08803
C -2.17446 -3.59385 -0.37247
C -1.15536 5.83745 -2.48837
C 0.49884 3.95865 -1.07277
C 6.32154 -4.79465 3.40943
C -1.34946 3.05095 0.13283
C 5.56224 -0.30945 2.09303
C -4.34196 -0.42725 -0.08467
C 5.84574 -1.66745 1.96753
C 3.83574 -5.72495 1.82363
C -5.70786 0.00465 -0.58787
C -3.52796 0.37865 0.69863
C 3.38344 1.76265 -1.17017
C -6.76916 -0.96295 -0.04517
C -1.84566 4.90685 -1.48767
C -2.64596 -2.19215 -0.02217
C -1.96336 -4.37985 0.92913
C -3.87346 -1.70565 -0.40907
C -0.87616 3.95425 -0.80927
C -2.53496 5.77595 -0.42477
C -2.90846 4.09095 -2.23877
C 4.24114 0.07735 2.19773
C -6.08176 1.42125 -0.14617
C 0.91554 2.17625 0.52143
C 4.84174 -2.62345 1.96233
C -0.85186 -3.52685 -1.14827
C 3.61154 3.60305 0.52553
C 3.53704 -2.12795 2.06543
C 2.88644 3.15485 -0.75177
C -3.18696 -4.35385 -1.23377
C -1.77966 -1.34015 0.74003
C -5.70436 -0.02815 -2.12427
C 1.39514 3.11485 -0.45697
H -3.10166 5.17225 0.27773
H -2.44366 3.46435 -2.99677
H -6.66676 0.30825 -2.50317
H 3.21584 1.03775 -0.37977
H 5.71124 -4.53785 -0.64167
H 6.67044 -5.82085 3.45133
H 6.64314 -5.76425 0.18833
H -3.61026 4.76235 -2.72887
H 2.74184 3.86145 -2.80187
H 6.34884 0.42795 2.10803
H -3.85516 1.35125 1.03183
H -6.73826 -0.98165 1.04233
H 3.20064 -5.61655 2.69593
H 5.73694 -4.61085 4.30643
H -0.54236 -4.52795 -1.43907
H -3.21986 6.47205 -0.90457
H -2.89016 -4.43125 1.49803
H -1.63836 -5.39195 0.69983
H 7.17534 -4.09695 0.20943
H -5.52336 -1.03085 -2.50087
H 4.22684 -6.73865 1.81653
H -7.76036 -0.64525 -0.36027
H -1.89966 6.48165 -2.95077
H 4.68914 3.53255 0.39283
H 0.87254 4.66615 -1.79157
H -6.60666 -1.97355 -0.40757
H 7.19294 -4.14845 3.45443
H -2.79386 -5.34345 -1.45667
H 3.31834 2.97775 1.36203
H -6.11216 1.49955 0.93743
H -0.07096 -3.09815 -0.52917
H -3.36376 -3.84255 -2.17787
H -0.96416 -2.92125 -2.04617
H -4.13266 -4.48095 -0.71197
H -4.51656 -2.34115 -0.99407
H 3.20314 -5.60315 0.95113
H -1.20046 -3.90605 1.53863
H -3.46706 3.44925 -1.56297
H 2.97994 5.15265 -1.60967
H 3.35574 4.63355 0.76443
H 3.92964 1.10755 2.28173
H -7.06856 1.67085 -0.52947
H 6.87214 -1.98335 1.85603
H -1.79716 6.34695 0.13413
H 2.86264 1.42445 -2.06457
H 4.44964 1.80385 -1.38397
H -0.42346 6.47155 -1.99267
H -0.66386 5.27295 -3.27727
H -5.37776 2.15045 -0.53937
H 4.31674 4.09775 -2.04597
H -4.92946 0.62925 -2.51457
H -2.39656 3.02035 0.39573

Energy relative to the best compared isomer or geometry (same formula, charge and spin) in eV: 1.324
E_LUMO (alpha / beta) in eV: -2.800 / -2.786
Total charge: 0
E_tot in a.u.: -4832.99058
HOMO-LUMO gap (alpha / beta) in eV: 4.33 / 4.35

=====

No. 4
C5H6O | ωB97M-V/def2-TZVPD

Positions of all 12 atoms, in Å:
O 1.77433 1.59508 -0.61412
C 2.13764 -1.06225 0.12338
C -0.51638 1.00680 0.05222
C 1.16000 -1.74838 0.26515
C -1.70348 0.07537 0.03534
C 0.71562 1.17048 -0.33470
H 2.94485 -0.37496 -0.01201
H -2.52958 0.68724 -0.33243
H -2.00872 -0.30264 1.02115
H -0.67925 2.10257 0.03798
H -1.62562 -0.78364 -0.64171
H 0.32835 -2.40273 0.40254

Structure (SMILES): CC=C=O.C#C
Energy relative to the best compared isomer or geometry (same formula, charge and spin) in eV: 3.522
E_LUMO in eV: 0.790
Total charge: 0
E_tot in a.u.: -269.21680
HOMO-LUMO gap in eV: 9.62

=====

No. 5
CH8N6 | ωB97M-V/def2-TZVPD

Positions of all 15 atoms, in Å:
N -2.43269 0.17513 0.14287
N 0.71079 -1.19691 -0.39640
N 1.93369 -0.97896 0.36438
N 0.06366 1.04737 0.28223
N -1.43746 -0.76147 -0.20874
N 1.19907 1.72533 -0.22094
C -0.28801 -0.23040 -0.14338
H 0.22431 -2.30750 0.12029
H -3.28387 0.30817 -0.45536
H -0.81662 1.64061 0.22490
H 2.67007 -0.43008 -0.43184
H -2.54751 0.03788 1.14026
H 1.95149 1.35983 0.30673
H 1.89329 -0.62780 1.32386
H 1.37750 1.32790 -1.11236

Energy relative to the best compared isomer or geometry (same formula, charge and spin) in eV: 3.863
E_LUMO in eV: 0.730
Total charge: 0
E_tot in a.u.: -371.24171
HOMO-LUMO gap in eV: 8.97

=====

No. 6
C21H26ClN2OS | ωB97M-V/def2-TZVPD

Positions of all 52 atoms, in Å:
Cl -1.57593 4.53779 2.15887
S -3.99247 3.12912 0.71112
O 1.32171 -1.78256 -0.45522
N -3.70991 0.23307 0.35741
N 2.16380 -1.61419 -1.29635
C 0.70705 0.35725 -1.96220
C 2.87083 0.76956 -0.83452
C -6.48420 2.34901 1.66937
C -7.40756 1.37481 2.00266
C -1.50799 2.81590 1.92235
C 3.36370 -3.54876 -0.21090
C -0.45081 2.04377 2.36397
C -0.51192 0.69123 2.14744
C 3.49354 -2.12944 -0.77180
C -5.27990 1.95615 1.13826
C -5.89529 -0.33853 1.26274
C 4.54340 -2.26440 -1.89188
C 4.17377 0.25436 -0.21697
C -4.97452 0.62878 0.92476
C -2.60489 0.84029 1.04248
C 2.71375 -0.14453 -3.24289
C -7.09672 0.05341 1.81411
C -1.54892 0.06868 1.48580
C 2.12546 -0.18487 -1.79840
C -2.56613 2.20884 1.27632
C 4.03199 -1.17383 0.30146
H 4.99874 -1.53630 0.64898
H 3.06335 1.70792 -1.35357
H -5.65221 -1.38659 1.11826
H 0.08653 -0.30597 -2.56833
H -3.65986 0.59030 -0.59986
H 4.82006 -1.32362 -2.36020
H 2.19857 1.01564 -0.00522
H 0.30602 0.07467 2.52257
H 2.00038 0.26635 -3.95336
H 2.97815 -4.23490 -0.96644
H 2.71337 -3.60226 0.66250
H 4.98969 0.32205 -0.93929
H -1.58982 -1.00548 1.32769
H 4.19978 -2.94032 -2.67607
H 3.62039 0.45722 -3.29912
H -8.36040 1.68851 2.41718
H 4.34101 -3.91087 0.09881
H 4.45369 0.90774 0.61120
H -7.81149 -0.71215 2.10658
H 0.35646 2.54219 2.89152
H -6.67992 3.40696 1.82035
H 5.46272 -2.67884 -1.48268
H 3.37255 -1.17723 1.17685
H 2.94402 -1.13619 -3.63128
H 0.20541 0.51624 -1.00514
H 0.74093 1.32404 -2.45986

Energy relative to the best compared isomer or geometry (same formula, charge and spin) in eV: 3.554
E_LUMO in eV: -6.972
Total charge: +1
E_tot in a.u.: -1858.59130
HOMO-LUMO gap in eV: 3.34

=====

No. 7
C26H45ClNPSTb | ωB97M-V/def2-TZVPD

Positions of all 76 atoms, in Å:
Tb 1.04030 1.12808 2.74312
Cl 1.57879 3.46284 2.52370
S -0.23219 -0.42644 7.46404
P -0.05392 0.60434 -0.01513
N 0.72166 0.20219 4.84226
C -2.66493 -2.81267 2.81761
C 4.24086 0.11057 0.31094
C 2.35661 0.83655 -1.83270
C -0.60406 -0.46433 -1.48997
C -1.32772 -0.76012 -3.91806
C 3.84333 1.19807 -1.97596
C -2.32168 4.48546 -1.50193
C -0.77526 4.54803 -1.41549
C -0.77285 -3.85769 4.10159
C -0.62858 0.15935 -2.91337
C 1.90514 0.84384 -0.34761
C 0.14058 -1.80974 -1.56748
C -0.54868 -2.77345 -2.55088
C -2.21708 2.10194 -0.58124
C -1.13983 0.06581 1.73208
C -1.64120 -2.52156 1.73701
C 0.30163 -0.10007 5.97307
C 4.75550 0.31343 -1.11879
C -0.10320 3.16391 -1.43428
C 2.74530 -0.18774 0.43793
C -2.95233 3.45773 -0.54035
C -2.00483 -2.96660 4.21515
C -0.77315 -2.18763 -3.94761
C -0.28502 -2.56202 1.97434
C 0.30872 -3.24428 3.16601
C -0.71090 2.25502 -0.35177
H 2.11723 1.86341 0.03577
H -0.40039 5.18238 -2.24442
H 0.16817 -2.21397 -4.51261
H 4.15704 1.13089 -3.02633
H -1.47301 -2.82802 -4.50057
H -2.39932 -0.79041 -3.68520
H 2.60866 -0.29316 1.55607
H -2.72227 -3.41097 4.92600
H -3.15551 -3.77271 2.54313
H 0.96951 3.31081 -1.27607
H 5.76255 0.75209 -1.07179
H -0.57166 2.79523 0.60547
H -0.50493 5.05305 -0.47251
H 2.50639 -1.17773 0.02941
H 0.40437 0.33058 -3.24662
H -2.06750 -2.37792 0.68694
H 0.45066 -1.97569 1.35403
H -1.24876 -0.32322 -4.92328
H -2.72948 5.48952 -1.28592
H -1.13078 1.13754 -2.91821
H -1.51006 -3.08110 -2.11679
H 3.97608 2.25190 -1.69380
H -3.47023 -2.04780 2.85894
H -1.81503 0.85146 2.29942
H -0.34216 -4.06285 5.09277
H -0.21825 2.71637 -2.42968
H -1.65212 -0.66937 -1.20419
H -1.91513 -0.56375 1.20483
H 4.86793 -0.66724 -1.60367
H -1.06210 -4.83054 3.68291
H -2.62440 4.23667 -2.53407
H 0.97252 -2.57022 3.75500
H 1.77996 1.54020 -2.45395
H -2.63278 1.45224 0.19393
H -2.42610 1.61703 -1.54631
H 2.18657 -0.16026 -2.26160
H 4.80613 -0.69850 0.78823
H 0.18225 -2.27166 -0.56959
H 0.05864 -3.68307 -2.63573
H -4.01784 3.31470 -0.81113
H 0.93596 -4.07670 2.79456
H -1.69588 -1.97103 4.57987
H 1.18007 -1.63606 -1.89079
H -2.92454 3.85143 0.48918
H 4.43858 1.01363 0.90212

E_LUMO (alpha / beta) in eV: 2.481 / 2.505
Total charge: -1
E_tot in a.u.: -3096.54306
HOMO-LUMO gap (alpha / beta) in eV: 5.70 / 4.12
Spin multiplicity: 7

=====

No. 8
C2H8NO2P | ωB97M-V/def2-TZVPD

Positions of all 14 atoms, in Å:
P -0.93269 0.52731 -0.11257
O 2.14157 0.67265 0.26695
O -2.34857 0.93527 -0.07059
N -0.02884 1.86065 0.22874
C -0.34223 -0.32507 -1.59146
C -0.55854 -0.42323 1.38186
H 0.48726 -0.94075 1.49232
H 2.02801 1.34152 1.00654
H -0.79527 -1.41323 -1.45496
H -0.70121 0.13496 -2.49745
H 0.56662 2.15857 -0.52142
H -1.21727 -1.24822 1.57944
H 0.74236 -0.16351 -1.72516
H -0.45360 0.32098 2.16653

Energy relative to the best compared isomer or geometry (same formula, charge and spin) in eV: 6.326
E_LUMO (alpha / beta) in eV: -3.859 / -3.842
Total charge: 0
E_tot in a.u.: -627.42352
HOMO-LUMO gap (alpha / beta) in eV: 6.77 / 6.76